[1]
Formula: C36H28ClF12N3O6PdS2SbTe
Source: OMol25
Level of theory: wB97M-V/def2-TZVPD

Computed properties:
**Electronic energy**: -5095.7481 Ha
**Kohn-Sham gap (spin up / spin down)**: 6.00 / 6.25 eV
**Charge**: -2
**Energy relative to the best compared isomer or geometry (same formula, charge and spin)**: 0.0 kcal/mol
**Maximum force**: 0.7 eV/Å
**2S+1**: 2
**Molar mass**: 1282.0 g/mol

Geometry (Å):
Pd: -0.40 0.24 -0.53
C: -3.47 4.03 4.81
C: -2.69 3.53 3.62
C: -2.08 4.40 2.72
C: -1.35 3.92 1.66
C: -0.59 4.89 0.83
O: -1.07 5.97 0.51
C: 0.84 4.58 0.51
C: 1.48 5.31 -0.49
C: 2.81 5.08 -0.78
C: 3.53 4.13 -0.06
C: 2.90 3.40 0.95
C: 1.56 3.63 1.23
C: -1.29 2.53 1.33
O: -0.81 2.22 0.19
C: -1.80 1.62 2.33
C: -2.49 2.17 3.42
C: -1.66 0.16 2.29
N: -1.31 -0.52 1.25
C: -1.27 -1.98 1.31
C: -2.14 -2.55 0.20
Te: -4.20 -1.96 0.27
C: -3.85 0.00 -0.43
C: -4.08 1.09 0.40
C: -3.76 2.38 -0.03
C: -3.21 2.57 -1.29
C: -3.00 1.49 -2.12
C: -3.32 0.21 -1.70
C: -1.90 -0.55 3.60
C: -0.83 -0.72 4.47
C: -1.01 -1.37 5.68
C: -2.27 -1.84 6.04
C: -3.34 -1.66 5.18
C: -3.16 -1.02 3.96
H: -3.50 5.12 4.82
H: -3.04 3.70 5.75
H: -4.51 3.68 4.79
H: -2.14 5.47 2.87
H: 0.90 6.04 -1.04
H: 3.30 5.63 -1.57
H: 4.57 3.94 -0.29
H: 3.43 2.64 1.50
H: 1.08 3.05 2.01
H: -2.89 1.49 4.16
H: -1.60 -2.38 2.27
H: -0.24 -2.30 1.15
H: -2.14 -3.64 0.24
H: -1.78 -2.26 -0.78
H: -4.45 0.94 1.40
H: -3.89 3.21 0.64
H: -2.92 3.57 -1.60
H: -2.54 1.63 -3.10
H: -3.13 -0.64 -2.35
H: 0.15 -0.37 4.19
H: -0.16 -1.50 6.33
H: -2.41 -2.34 6.99
H: -4.32 -2.04 5.45
H: -3.99 -0.90 3.28
F: 1.60 -0.36 2.15
Sb: 3.37 -0.15 2.83
F: 2.72 -0.56 4.59
F: 3.60 -2.01 2.63
F: 5.18 -0.05 3.36
F: 3.81 0.63 1.16
F: 3.08 1.65 3.39
F: 0.26 -3.77 -3.52
C: 1.52 -3.62 -3.08
F: 2.21 -3.02 -4.06
F: 2.02 -4.83 -2.89
S: 1.53 -2.60 -1.50
O: 0.28 -1.87 -1.64
O: 1.64 -3.57 -0.46
N: 2.70 -1.59 -1.67
S: 4.22 -2.02 -1.42
O: 4.57 -3.24 -2.10
O: 4.68 -1.79 -0.10
C: 4.98 -0.68 -2.44
F: 6.30 -0.89 -2.50
F: 4.77 0.52 -1.92
F: 4.50 -0.69 -3.69
Cl: 3.81 2.92 -3.44
C: 2.45 1.84 -3.47
C: 2.24 1.04 -4.58
C: 1.13 0.22 -4.59
C: 0.29 0.23 -3.50
N: 0.51 0.98 -2.41
C: 1.58 1.78 -2.39
H: 2.95 1.06 -5.40
H: 0.93 -0.44 -5.42
H: -0.59 -0.40 -3.46
H: 1.73 2.38 -1.50

Löwdin atomic charge list, values in e, 6 entries: number 1, Pd, carries 0.777; number 2, C, carries -0.071; number 3, C, carries -0.278; number 4, C, carries 0.009; number 5, C, carries -0.106; number 6, C, carries -0.303

---

[2]
Formula: C36H28I2N6NaO2S2Sb
Source: OMol25
Level of theory: wB97M-V/def2-TZVPD

Computed properties:
**Electronic energy**: -3662.1217 Ha
**Kohn-Sham gap**: 4.72 eV
**Charge**: -2
**Energy relative to the best compared isomer or geometry (same formula, charge and spin)**: 19.8 kcal/mol
**Maximum force**: 0.5 eV/Å
**Molar mass**: 1039.4 g/mol

Geometry (Å):
Na: -0.07 -0.18 -0.54
C: -0.75 -3.54 -0.08
C: -2.04 -2.78 -0.03
C: -3.19 -3.38 0.50
C: -4.38 -2.70 0.49
C: -4.43 -1.43 -0.06
C: -3.25 -0.88 -0.55
N: -2.08 -1.53 -0.53
Sb: -3.44 1.04 -1.51
C: -1.86 0.97 -2.97
C: -2.25 1.06 -4.30
C: -1.27 1.12 -5.28
C: 0.05 1.12 -4.89
C: 0.37 1.01 -3.53
C: 1.80 1.01 -3.08
N: -0.58 0.93 -2.59
C: -2.49 2.34 -0.08
C: -3.29 3.03 0.82
C: -2.69 3.97 1.65
C: -1.33 4.19 1.54
C: -0.60 3.44 0.63
C: 0.89 3.58 0.52
N: -1.18 2.54 -0.17
H: -0.67 -4.23 0.76
H: 0.11 -2.88 -0.11
H: -0.71 -4.12 -1.01
H: -3.11 -4.38 0.90
H: -5.28 -3.16 0.91
H: -5.35 -0.87 -0.11
H: -3.31 1.06 -4.56
H: -1.54 1.18 -6.33
H: 0.85 1.15 -5.62
H: 2.47 0.87 -3.93
H: 1.98 0.18 -2.38
H: 2.03 1.95 -2.58
H: -4.35 2.82 0.88
H: -3.28 4.51 2.38
H: -0.83 4.89 2.20
H: 1.29 4.21 1.31
H: 1.16 4.01 -0.45
H: 1.36 2.60 0.59
I: 1.41 4.56 4.38
C: 2.12 2.59 4.26
C: 3.24 2.25 5.03
C: 3.73 0.98 5.00
I: 5.39 0.54 6.21
C: 3.11 -0.02 4.19
C: 3.56 -1.36 4.10
C: 2.90 -2.24 3.30
C: 1.78 -1.80 2.58
N: 1.34 -0.57 2.63
C: 1.97 0.33 3.42
C: 1.40 1.69 3.45
O: 0.38 2.00 2.79
H: 3.71 3.01 5.64
H: 4.43 -1.66 4.66
H: 3.24 -3.27 3.20
H: 1.26 -2.49 1.92
S: 0.34 -2.18 -3.32
C: 1.46 -3.39 -2.78
C: 1.52 -4.63 -3.45
C: 2.35 -5.67 -3.07
C: 2.34 -6.90 -3.81
N: 2.33 -7.88 -4.42
C: 3.19 -5.49 -1.96
C: 3.16 -4.27 -1.29
C: 2.34 -3.20 -1.67
S: 2.45 -1.73 -0.73
C: 4.06 -6.54 -1.50
N: 4.76 -7.38 -1.12
H: 0.87 -4.76 -4.31
H: 3.81 -4.14 -0.43
C: -1.97 -0.62 2.92
O: -1.63 0.24 1.86
H: -2.78 -1.27 2.57
H: -2.33 -0.07 3.80
H: -1.12 -1.24 3.23
H: -0.85 0.78 2.15

Löwdin atomic charge list, values in e, 6 entries: number 1, Na, carries 0.184; number 2, C, carries -0.035; number 3, C, carries -0.300; number 4, C, carries -0.041; number 5, C, carries -0.091; number 6, C, carries -0.151

---

[3]
Formula: C36H28N10O6S6Ti
Source: OMol25
Level of theory: wB97M-V/def2-TZVPD

Computed properties:
**Electronic energy**: -5626.6148 Ha
**Kohn-Sham gap (spin up / spin down)**: 4.04 / 4.07 eV
**Charge**: -2
**Energy relative to the best compared isomer or geometry (same formula, charge and spin)**: 3.4 kcal/mol
**Maximum force**: 1.5 eV/Å
**Molar mass**: 937.0 g/mol

Geometry (Å):
Ti: -0.47 0.08 0.24
O: 0.69 -0.02 -2.44
C: 0.20 1.10 -2.30
O: -0.39 1.43 -1.19
C: 0.29 2.11 -3.40
C: 0.64 1.56 -4.65
C: 0.73 2.31 -5.80
C: 0.47 3.68 -5.70
C: 0.16 4.25 -4.49
C: 0.06 3.50 -3.28
S: -0.27 4.40 -1.83
H: 0.83 0.49 -4.69
H: 0.99 1.85 -6.74
H: 0.53 4.31 -6.58
H: -0.02 5.31 -4.41
S: 2.19 2.25 6.84
N: 1.95 0.75 6.25
C: 1.28 0.89 5.12
C: 0.81 -0.21 4.28
C: 0.84 -1.53 4.62
C: 0.23 -2.46 3.73
C: -0.28 -2.04 2.53
N: -0.26 -0.74 2.11
C: 0.19 0.18 3.05
C: -0.05 1.51 2.73
N: -0.67 1.70 1.51
C: -1.18 2.93 1.26
C: -1.00 4.00 2.09
C: -0.23 3.84 3.27
C: 0.24 2.60 3.59
C: 0.99 2.26 4.79
N: 1.45 3.12 5.68
H: 1.29 -1.85 5.55
H: 0.18 -3.51 3.97
H: -0.73 -2.73 1.84
H: -1.69 3.04 0.30
H: -1.40 4.96 1.80
H: -0.02 4.68 3.92
N: 1.55 2.88 0.15
C: 2.31 1.77 0.26
N: 1.91 0.52 0.34
C: 3.02 -0.33 0.45
C: 4.22 0.30 0.53
S: 4.03 2.00 0.37
C: 2.98 -1.80 0.52
C: 4.08 -2.57 0.72
S: 3.65 -4.24 0.74
C: 2.00 -3.77 0.42
N: 1.81 -2.49 0.34
N: 1.02 -4.71 0.32
H: 0.69 2.88 -0.40
H: 2.04 3.75 0.06
H: 5.19 -0.14 0.64
H: 5.11 -2.27 0.86
H: 1.30 -5.64 0.06
H: 0.13 -4.39 -0.08
C: 3.51 -8.65 -4.01
C: 3.03 -7.24 -4.18
C: 2.27 -6.86 -5.27
C: 1.80 -5.56 -5.42
C: 2.11 -4.62 -4.45
C: 2.88 -4.97 -3.34
C: 3.33 -6.27 -3.21
S: 1.57 -2.94 -4.60
O: 0.80 -2.88 -5.82
O: 2.71 -2.09 -4.43
N: 0.65 -2.79 -3.27
C: -0.69 -3.39 -3.31
C: -1.71 -2.60 -2.50
C: -1.35 -2.63 -1.02
O: -1.60 -3.63 -0.35
O: -0.74 -1.59 -0.58
H: 3.36 -9.23 -4.92
H: 2.98 -9.16 -3.20
H: 4.58 -8.67 -3.77
H: 2.03 -7.60 -6.03
H: 1.20 -5.26 -6.26
H: 3.11 -4.22 -2.59
H: 3.92 -6.54 -2.35
H: 0.70 -1.83 -2.90
H: -0.64 -4.40 -2.89
H: -1.02 -3.47 -4.35
H: -2.67 -3.10 -2.60
H: -1.79 -1.57 -2.86
S: -4.76 0.32 -1.58
C: -3.45 0.24 -0.61
N: -2.54 0.17 0.12

Löwdin atomic charge list, values in e, 6 entries: number 1, Ti, carries 1.073; number 2, O, carries -0.014; number 3, C, carries -0.533; number 4, O, carries -0.206; number 5, C, carries -0.136; number 6, C, carries -0.043